Entry 1:
Entry from the Open Molecules 2025 dataset: C2H4N4O in the gas phase (ωB97M-V/def2-TZVPD).

Last column: Mulliken charge in e.
Geometry (Å):
N: 0.49521 -0.37040 -2.26159  -0.476
C: 0.35911 0.13717 -0.99243  0.509
N: 0.89287 1.18921 -0.48255  -0.393
N: 0.54517 1.17531 0.87671  -0.397
C: -0.19649 0.13851 1.03843  0.514
N: -0.88346 -0.26724 2.15719  -0.475
O: -0.36530 -0.59190 -0.09845  -0.358
H: -0.36482 -0.70612 -2.67557  0.238
H: 0.98212 0.28457 -2.85940  0.300
H: -0.85099 -1.26341 2.32954  0.238
H: -0.61343 0.27429 2.96812  0.300

E_tot (eV): -10146.4250
E_LUMO (eV): 0.77
E_HOMO (eV): -8.55
Molar mass (g mol⁻¹): 100.1
Relative energy (zero: lowest compared OMol25 entry of this formula, charge and spin) (kJ/mol): 68.5


Entry 2:
Entry from the Open Molecules 2025 dataset: a molecular structure, C2H4N4O2 in a non-equilibrium geometry (ωB97M-V/def2-TZVPD).

Last column: Mulliken charge in e.
Geometry (Å):
C: 1.47292 0.26194 -1.03162  -0.576
C: -0.89084 -0.20520 1.82851  0.346
H: 1.81140 -0.61285 -1.99865  0.225
H: 0.74737 1.02242 -1.60892  0.269
H: 2.50222 0.85779 -0.70231  0.252
H: 0.45343 -1.45443 -1.02232  0.321
N: 0.75265 -0.75083 -0.31567  -0.517
N: -0.38208 -0.20278 0.44545  0.348
N: -2.47536 0.63775 0.38329  0.055
N: -2.17789 0.70025 1.66603  -0.174
O: -1.36595 0.28415 -0.48703  -0.158
O: -0.44787 -0.53820 2.84324  -0.391

E_tot (eV): -12186.8631
E_LUMO (eV): -0.50
E_HOMO (eV): -10.29
Molar mass (g mol⁻¹): 116.1
Relative energy (zero: lowest compared OMol25 entry of this formula, charge and spin) (kJ/mol): 639.2


Entry 3:
Entry from the Open Molecules 2025 dataset: C2H4N4O2 in the gas phase in a non-equilibrium geometry (ωB97M-V/def2-TZVPD).

Last column: Mulliken charge in e.
Geometry (Å):
N: -2.23836 0.22562 0.00443  -0.480
C: -0.94999 -0.16327 0.05900  0.383
N: -0.53171 -1.34340 0.03313  -0.635
N: 0.82871 -1.31997 0.11717  -0.164
N: 1.20562 -0.03900 -0.11537  0.518
O: 2.46991 0.04531 -0.04192  -0.511
C: 0.23457 0.79340 -0.03547  0.527
O: 0.41391 2.01224 -0.01812  -0.724
H: -2.91245 -0.38719 -0.26567  0.213
H: -2.42811 1.32418 0.11321  0.263
H: 1.24767 -1.84357 -0.60231  0.237
H: 2.66024 0.69564 0.75193  0.374

E_tot (eV): -12190.2114
E_LUMO (eV): 0.62
E_HOMO (eV): -8.61
Molar mass (g mol⁻¹): 116.1
Relative energy (zero: lowest compared OMol25 entry of this formula, charge and spin) (kJ/mol): 316.1


Entry 4:
Entry from the Open Molecules 2025 dataset: C2H4N4O2 in the gas phase in a non-equilibrium geometry (ωB97M-V/def2-TZVPD).

Last column: Mulliken charge in e.
Geometry (Å):
H: 0.25276 -0.30462 -2.85665  0.254
N: -0.48858 0.17773 -2.26594  -0.631
C: -0.17067 0.04686 -1.05930  0.529
N: 0.97372 -0.49683 -0.40404  -0.287
C: 1.12651 0.02048 0.93335  0.413
O: 2.13425 0.13124 1.64952  -0.560
N: -0.24939 0.37126 1.27230  -0.292
N: -0.97575 0.33735 0.00596  0.009
O: -2.07305 -0.59541 -0.04272  -0.425
H: 1.84708 -0.14852 -0.92129  0.332
H: -0.51904 1.07238 1.98220  0.276
H: -2.62547 -0.03640 -0.56085  0.382

E_tot (eV): -12191.3410
E_LUMO (eV): 0.59
E_HOMO (eV): -9.69
Molar mass (g mol⁻¹): 116.1
Relative energy (zero: lowest compared OMol25 entry of this formula, charge and spin) (kJ/mol): 207.1


Entry 5:
Entry from the Open Molecules 2025 dataset: 2 unconnected molecules or ions with the total composition C2H4N4O3 in a non-equilibrium geometry (ωB97M-V/def2-TZVPD).

Last column: Mulliken charge in e.
Geometry (Å):
C: -0.95351 -0.31591 1.91131  -0.684
C: 0.73085 0.02428 -1.23489  -0.134
N: -0.41773 0.33281 0.80590  -0.308
N: 0.27496 -0.17128 -0.06316  0.215
N: -1.02887 2.35272 -0.61685  0.021
N: 1.63194 -0.96801 -1.76675  0.895
O: -1.28709 1.95992 0.43794  -0.170
O: 1.81262 -0.87784 -2.99931  -0.570
O: 2.17786 -1.69917 -1.00793  -0.534
H: -1.97467 0.08684 1.94452  0.261
H: -0.47194 -0.04702 2.79689  0.282
H: -0.95645 -1.47503 1.79223  0.339
H: 0.46205 0.79768 -1.99989  0.388

<S²>: 2.019
E_tot (eV): -14231.9758
E_LUMO (alpha / beta) (eV): -0.31 / -1.90
Multiplicity: 3
E_HOMO (alpha / beta) (eV): -8.62 / -9.57
Molar mass (g mol⁻¹): 132.1


Entry 6:
Entry from the Open Molecules 2025 dataset: C2H4N4OS in the gas phase in a non-equilibrium geometry (ωB97M-V/def2-TZVPD).

Last column: Mulliken charge in e.
Geometry (Å):
N: -2.42787 -0.98446 -0.21750  -0.446
N: -1.95185 0.32926 -0.09672  -0.328
C: -0.68987 0.46759 -0.09563  0.555
N: 0.31812 -0.50480 -0.12920  -0.459
C: 1.39944 0.17105 -0.12659  0.406
S: 3.03501 -0.46426 -0.11697  -0.222
N: 1.24016 1.54750 -0.22054  -0.187
O: -0.14637 1.75064 -0.09161  -0.252
H: -3.30544 -1.03215 0.26585  0.250
H: -1.79561 -1.67040 0.18641  0.234
H: 2.62452 -1.70414 0.12677  0.171
H: 1.69976 2.09418 0.51572  0.279

E_tot (eV): -20979.2440
E_LUMO (eV): 0.43
E_HOMO (eV): -8.03
Molar mass (g mol⁻¹): 132.1
Relative energy (zero: lowest compared OMol25 entry of this formula, charge and spin) (kJ/mol): 170.8


Entry 7:
Entry from the Open Molecules 2025 dataset: C2H4N4OS in the gas phase in a non-equilibrium geometry (ωB97M-V/def2-TZVPD).

Last column: Mulliken charge in e.
Geometry (Å):
O: 0.02010 1.70906 0.30755  -0.399
N: 0.59952 0.71493 -0.38635  0.139
N: 2.02064 0.70163 -0.08388  -0.169
N: 2.39932 -0.61703 0.02767  -0.472
C: 1.34731 -1.38440 0.12342  -0.211
C: 0.12816 -0.57517 -0.01084  0.538
N: -1.02422 -1.03490 0.14952  -0.533
S: -2.36447 0.03714 -0.10312  -0.137
H: 0.07474 1.46876 1.25768  0.349
H: 2.51191 1.17120 -0.84591  0.272
H: 1.45976 -2.46139 0.21420  0.451
H: -3.19542 -1.04035 -0.06045  0.172

E_tot (eV): -20977.8360
E_LUMO (eV): 0.16
E_HOMO (eV): -8.55
Molar mass (g mol⁻¹): 132.1
Relative energy (zero: lowest compared OMol25 entry of this formula, charge and spin) (kJ/mol): 306.7


Entry 8:
Entry from the Open Molecules 2025 dataset: C2H4N4OS in the gas phase in a non-equilibrium geometry (ωB97M-V/def2-TZVPD).

Last column: Mulliken charge in e.
Geometry (Å):
O: 2.08084 -0.54025 0.67066  -0.381
N: 1.19521 -1.21171 -0.34305  -0.548
C: 0.14725 -0.51321 -0.45458  0.638
C: -1.04958 -0.62268 -1.33972  -0.261
N: -2.06842 0.04475 -0.99909  -0.393
N: -1.71532 0.56353 0.24874  -0.238
N: -0.34108 0.46296 0.47971  0.124
S: 0.55494 1.83325 0.90968  -0.185
H: 2.73744 -1.22052 0.59034  0.353
H: -1.02153 -1.38917 -2.05582  0.432
H: -1.87120 1.54277 0.29824  0.257
H: 1.35145 1.05028 1.99487  0.201

E_tot (eV): -20976.6139
E_LUMO (eV): 0.31
E_HOMO (eV): -8.38
Molar mass (g mol⁻¹): 132.1
Relative energy (zero: lowest compared OMol25 entry of this formula, charge and spin) (kJ/mol): 424.6


Entry 9:
Entry from the Open Molecules 2025 dataset: C2H4N4S in the gas phase in a non-equilibrium geometry (ωB97M-V/def2-TZVPD).

Last column: Mulliken charge in e.
Geometry (Å):
H: 1.24931 1.85545 -0.10436  0.216
N: 0.23560 1.98502 -0.06568  -0.670
C: -0.20065 0.75090 -0.17103  0.554
C: -1.62518 0.25324 -0.06276  -0.251
N: -1.62622 -1.01663 0.05925  -0.411
N: -0.35525 -1.56675 0.03588  -0.132
N: 0.52021 -0.41277 -0.35996  0.042
S: 2.21535 -0.48682 -0.07551  -0.193
H: -2.52824 0.88087 0.07067  0.383
H: -0.23311 -2.41507 -0.60935  0.283
H: 2.34818 0.17255 1.28286  0.179

E_tot (eV): -18931.4307
E_LUMO (eV): 0.32
E_HOMO (eV): -8.92
Molar mass (g mol⁻¹): 116.1
Relative energy (zero: lowest compared OMol25 entry of this formula, charge and spin) (kJ/mol): 301.1


Entry 10:
Entry from the Open Molecules 2025 dataset: a molecular structure, C2H4N4S in a non-equilibrium geometry (ωB97M-V/def2-TZVPD).

Last column: Mulliken charge in e.
Geometry (Å):
C: -0.00274 1.17344 1.34468  -0.074
C: 0.30889 -0.10859 1.80920  -0.074
N: 0.11044 1.18471 0.02507  -0.710
N: 0.47245 -0.93104 0.77470  -0.673
N: 0.40887 -0.09967 -0.24719  1.410
N: 0.50705 -0.47908 -1.42312  -0.905
S: -1.60452 -0.71193 -2.27901  -0.173
H: -0.33674 1.98247 2.08148  0.314
H: 0.25636 -0.54339 2.83300  0.368
H: 0.72987 0.22147 -2.10938  0.356
H: -0.84994 -1.68837 -2.80943  0.163

E_tot (eV): -18930.1837
E_LUMO (alpha / beta) (eV): -1.60 / -1.60
E_HOMO (alpha / beta) (eV): -9.13 / -9.14
Molar mass (g mol⁻¹): 116.1
Relative energy (zero: lowest compared OMol25 entry of this formula, charge and spin) (kJ/mol): 421.4


Entry 11:
Entry from the Open Molecules 2025 dataset: 2 unconnected molecules or ions with the total composition C2H4N4Se in a non-equilibrium geometry (ωB97M-V/def2-TZVPD).

Last column: Mulliken charge in e.
Geometry (Å):
C: -1.44868 -1.43948 0.06056  0.161
C: 1.98155 0.53798 0.22793  -0.749
N: -0.45941 -2.00135 -0.09091  -0.395
N: -0.98368 1.39583 -1.35007  -0.673
N: -0.15558 1.04491 -0.68636  0.750
N: 0.54529 0.73475 0.20896  -0.355
Se: -2.91851 -0.39059 0.20328  0.101
H: 2.38770 0.13527 -0.63757  0.378
H: 2.49211 1.48155 0.21229  0.360
H: 2.17416 -0.11110 1.04757  0.301
H: -3.61496 -1.38777 0.80432  0.119

<S²>: 2.018
E_tot (eV): -73437.5834
E_LUMO (alpha / beta) (eV): 0.52 / -2.40
Multiplicity: 3
E_HOMO (alpha / beta) (eV): -5.36 / -9.85
Molar mass (g mol⁻¹): 163.0


Entry 12:
Entry from the Open Molecules 2025 dataset: C2H4N6 in the gas phase in a non-equilibrium geometry (ωB97M-V/def2-TZVPD).

Last column: Mulliken charge in e.
Geometry (Å):
H: 2.33765 1.04681 -0.37922  0.306
N: 1.50282 1.61180 -0.21837  -0.701
C: 0.46699 0.90032 -0.02234  0.600
C: -0.92703 1.20384 0.20907  -0.091
N: -1.89406 0.42679 0.08390  -0.239
N: -1.67841 -0.87186 -0.24005  -0.476
N: -0.49234 -1.31726 -0.07740  -0.278
N: 0.50606 -0.51212 0.07036  0.770
N: 1.73546 -1.12282 0.15978  -0.778
H: -1.07310 2.28058 0.47359  0.375
H: 1.94406 -1.69425 0.98118  0.262
H: 1.79497 -1.75976 -0.64346  0.253

E_tot (eV): -11075.3099
E_LUMO (eV): -0.17
E_HOMO (eV): -9.50
Molar mass (g mol⁻¹): 112.1
Relative energy (zero: lowest compared OMol25 entry of this formula, charge and spin) (kJ/mol): 280.3


Q: Which of these has the lowest molar mass?
A: C2H4N4O